No. 1
Density functional theory data (ωB97M-V/def2-TZVPD) for C15H31NO3P2Pd as an isolated structure in a non-equilibrium geometry.

Computed properties:
HOMO-LUMO gap (alpha / beta) in Eh: 0.179 / 0.089
HOMO level (alpha / beta) in eV: -6.1 / -6.1

```
! RIJCOSX wB97M-V def2-TZVPD def2/J DEFGRID3
* xyz 0 3
P -0.276 2.755 -3.771
P -1.601 0.376 -1.439
C -0.914 0.949 -4.072
C -2.157 0.718 -3.211
H -0.022 0.372 -3.712
H -1.085 0.817 -5.140
H -2.861 1.574 -3.182
H -2.705 -0.187 -3.417
C -1.054 -1.351 -1.736
H -1.108 -1.922 -0.804
H -0.060 -1.470 -2.157
H -1.801 -1.744 -2.433
C -3.055 -0.287 -0.529
H -3.632 -0.819 -1.307
H -3.658 0.461 0.002
H -2.670 -1.023 0.190
C 1.379 3.076 -4.389
H 1.690 4.071 -4.051
H 1.297 3.039 -5.485
H 2.090 2.298 -4.067
C -1.288 4.026 -4.591
H -1.719 3.647 -5.526
H -0.619 4.845 -4.845
H -2.002 4.445 -3.860
Pd -0.828 2.416 -1.769
C 0.898 -2.173 4.692
C 1.775 -2.970 4.071
C 1.759 -3.492 2.650
C 1.980 -2.334 1.689
C 0.757 -1.637 1.187
C -0.456 -1.592 1.759
C -0.941 -2.381 2.934
C -0.490 -1.826 4.309
C 0.602 3.122 -0.704
H 1.222 -1.759 5.640
H 2.757 -3.166 4.542
H 0.925 -4.146 2.373
H 2.660 -4.114 2.577
H 2.639 -1.595 2.176
H 2.507 -2.705 0.814
H 1.001 -0.949 0.329
H -1.166 -0.819 1.376
H -0.630 -3.433 2.864
H -2.047 -2.351 2.941
H -0.632 -0.744 4.354
H -1.168 -2.245 5.049
H 0.583 2.613 0.264
H 0.237 4.160 -0.634
H 1.581 3.064 -1.216
O 3.094 1.535 5.669
N 3.076 0.606 4.817
O 3.390 -0.583 5.172
O 2.747 0.831 3.610
*
```

No. 2
Density functional theory data (ωB97M-V/def2-TZVPD) for a 3-piece molecular cluster, C15H31NO7 overall.

Computed properties:
HOMO-LUMO gap in Eh: 0.350
HOMO level in eV: -9.7
Structure (SMILES): COCCCCOC(=O)OOC#N.CCOCC.CCOCC

```
! RIJCOSX wB97M-V def2-TZVPD def2/J DEFGRID3
* xyz 0 1
C -0.924 -0.929 -1.889
O 0.264 -1.615 -2.230
C 1.458 -0.950 -1.868
C 1.941 -1.336 -0.458
C 2.008 -0.142 0.506
C 2.307 -0.643 1.903
O 2.305 0.381 2.937
C 2.634 1.613 2.582
O 3.587 1.999 1.994
O 1.611 2.445 3.034
O 2.224 3.662 3.514
C 2.113 4.577 2.589
N 2.072 5.395 1.783
H -1.259 -1.186 -0.875
H -0.790 0.157 -1.945
H -1.696 -1.227 -2.599
H 2.200 -1.250 -2.612
H 1.322 0.135 -1.949
H 1.275 -2.114 -0.069
H 2.938 -1.783 -0.527
H 1.049 0.388 0.483
H 2.794 0.531 0.154
H 3.263 -1.170 1.928
H 1.526 -1.338 2.215
C -1.027 0.549 5.191
C -1.893 1.709 4.729
O -2.991 1.980 5.580
C -2.660 2.358 6.904
C -1.839 3.634 6.995
H -1.641 -0.333 5.380
H -0.285 0.307 4.427
H -0.484 0.784 6.108
H -2.336 1.471 3.761
H -1.282 2.608 4.586
H -2.149 1.539 7.423
H -3.619 2.500 7.402
H -0.831 3.503 6.600
H -1.747 3.942 8.038
H -2.321 4.437 6.436
C 0.863 -3.558 -6.218
C -0.254 -2.935 -5.397
O -0.469 -1.559 -5.668
C -0.851 -1.248 -6.995
C -2.166 -1.878 -7.424
H 1.774 -2.965 -6.130
H 1.066 -4.568 -5.860
H 0.608 -3.629 -7.277
H 0.000 -2.972 -4.338
H -1.184 -3.501 -5.527
H -0.054 -1.515 -7.700
H -0.940 -0.161 -7.014
H -2.090 -2.962 -7.520
H -2.468 -1.481 -8.394
H -2.949 -1.656 -6.697
*
```

No. 3
Density functional theory data (ωB97M-V/def2-TZVPD) for C15H32MgN3O7 as an isolated structure in a non-equilibrium geometry.

Computed properties:
HOMO-LUMO gap (alpha / beta) in Eh: 0.326 / 0.164
HOMO level (alpha / beta) in eV: -14.5 / -14.5

```
! RIJCOSX wB97M-V def2-TZVPD def2/J DEFGRID3
* xyz 2 2
Mg -0.839 1.982 -1.135
C -1.698 -1.847 -0.712
C -1.278 -0.444 -1.076
O -0.191 0.111 -0.808
O -2.072 0.335 -1.677
H -2.614 -2.075 -1.256
H -1.913 -1.709 0.348
H -0.910 -2.595 -0.798
C 1.138 -4.874 -0.585
O 1.127 -5.493 -1.698
N 2.239 -4.662 0.155
C 2.119 -4.404 1.583
C 3.570 -4.929 -0.405
H 0.185 -4.722 -0.056
H 1.364 -3.619 1.626
H 3.046 -4.158 2.100
H 1.787 -5.291 2.122
H 4.297 -4.227 0.004
H 3.870 -5.923 -0.072
H 3.656 -5.082 -1.481
C -2.836 2.760 1.051
O -1.786 2.297 0.560
N -4.033 2.166 1.217
C -5.078 2.850 1.843
C -4.351 0.764 0.931
H -2.936 3.839 1.244
H -5.783 2.910 1.013
H -4.891 3.859 2.208
H -5.567 2.250 2.610
H -4.739 0.777 -0.088
H -3.494 0.099 0.824
H -4.954 0.368 1.748
C 1.352 2.173 -3.623
O 0.426 2.155 -2.780
N 1.824 3.290 -4.195
C 2.839 3.122 -5.230
C 1.403 4.697 -3.883
H 1.936 1.283 -3.903
H 2.605 3.624 -6.169
H 3.316 2.149 -5.350
H 3.720 3.588 -4.789
H 0.721 5.069 -4.648
H 0.965 4.725 -2.885
H 2.176 5.464 -3.828
O 0.164 -1.821 3.033
C -0.214 -0.621 3.114
O 0.545 0.483 3.059
C 1.922 0.264 3.373
C 2.725 0.025 2.123
C -1.668 -0.338 3.022
H 1.980 -0.623 4.004
H 2.352 1.171 3.800
H 2.130 -0.498 1.375
H 3.560 -0.624 2.385
H 3.125 0.889 1.593
H -2.171 -1.224 2.633
H -2.013 0.515 2.438
H -2.152 -0.248 3.994
*
```

No. 4
Density functional theory data (ωB97M-V/def2-TZVPD) for C15H32N7O6PPb as an isolated structure in a non-equilibrium geometry.

Computed properties:
HOMO-LUMO gap in Eh: 0.136
HOMO level in eV: -5.0

```
! RIJCOSX wB97M-V def2-TZVPD def2/J DEFGRID3
* xyz 0 1
O -1.556 -0.185 -4.750
H -1.100 -0.021 -5.585
Pb -1.080 0.414 -1.398
N -0.690 2.600 0.151
N 0.745 2.221 -1.877
N -2.371 -0.897 0.329
N -1.770 -1.800 -2.054
O -1.473 2.721 1.165
O -2.653 -0.559 1.676
O -1.443 -2.332 -3.289
O 1.562 1.697 -2.678
C 1.153 3.268 -1.101
C 0.367 3.459 0.062
C -2.624 -2.184 0.109
C -2.211 -2.698 -1.173
C 0.694 4.424 1.139
H 1.002 3.902 2.063
H -0.177 5.051 1.385
H 1.516 5.083 0.840
C 2.359 4.025 -1.481
H 2.317 4.318 -2.538
H 3.266 3.419 -1.346
H 2.472 4.933 -0.887
C -3.221 -3.037 1.165
C -2.270 -4.133 -1.542
H -3.914 -2.468 1.793
H -2.446 -3.466 1.821
H -3.762 -3.881 0.720
H -1.459 -4.386 -2.234
H -3.228 -4.362 -2.036
H -2.198 -4.760 -0.646
H -2.462 0.400 1.742
H -1.448 -1.532 -3.903
C -2.063 1.073 -4.209
H -1.256 1.721 -3.831
H -2.802 0.839 -3.434
H -2.587 1.612 -5.012
O -3.643 2.250 -0.558
H -4.433 1.795 -0.205
H -3.093 2.500 0.225
C 3.474 -2.003 1.590
N 3.496 -0.561 1.251
C 3.228 0.240 2.465
N 1.965 -0.140 3.127
C 1.986 -1.585 3.437
N 2.199 -2.411 2.227
C 1.074 -2.346 1.303
P 0.788 -0.611 0.651
C 2.551 -0.252 0.177
C 0.789 0.224 2.330
H 4.292 -2.200 2.300
H 3.608 -2.586 0.668
H 3.188 1.304 2.191
H 4.048 0.059 3.176
H 1.027 -1.867 3.892
H 2.821 -1.771 4.131
H 1.264 -3.007 0.443
H 0.154 -2.688 1.802
H 2.628 0.806 -0.117
H 2.785 -0.861 -0.710
H -0.126 -0.083 2.865
H 0.739 1.315 2.186
*
```

No. 5
Density functional theory data (ωB97M-V/def2-TZVPD) for a 6-piece molecular cluster, C15H32NO18S3 overall in a non-equilibrium geometry.

Computed properties:
HOMO-LUMO gap in Eh: 0.309
HOMO level in eV: -6.4

```
! RIJCOSX wB97M-V def2-TZVPD def2/J DEFGRID3
* xyz -1 1
N -0.389 0.630 2.216
O -0.761 -0.216 3.072
O -1.088 1.733 2.137
O 0.674 0.465 1.512
O 0.119 -1.834 -1.419
S -1.120 -1.142 -1.819
O -1.000 0.172 -2.422
O -1.796 -2.200 -2.938
C -1.017 -3.313 -3.485
C -1.710 -3.960 -4.520
C -2.232 -1.031 -0.467
H -0.800 -3.931 -2.792
H -0.027 -2.799 -3.633
H -1.321 -4.791 -4.902
H -1.923 -3.397 -5.477
H -2.546 -4.458 -4.192
H -3.234 -0.635 -0.766
H -1.876 -0.328 0.251
H -2.155 -2.127 -0.292
O 5.827 -1.707 -0.629
S 4.648 -0.876 -0.746
O 4.728 0.503 -0.645
O 4.154 -1.207 -2.299
C 3.237 -0.367 -2.889
C 2.778 -0.769 -4.256
C 3.381 -1.317 0.352
H 3.523 0.732 -2.932
H 2.516 -0.253 -1.955
H 2.614 -1.800 -4.615
H 3.682 -0.377 -4.952
H 2.034 -0.150 -4.597
H 3.311 -2.374 0.072
H 2.534 -0.766 0.130
H 3.758 -1.166 1.249
O -6.068 1.347 1.098
S -5.752 1.035 2.437
O -6.725 0.657 3.468
O -4.752 -0.282 2.245
C -5.378 -1.529 1.900
C -4.421 -2.766 1.847
C -4.693 2.182 3.116
H -5.864 -1.618 0.927
H -6.040 -1.985 2.886
H -4.881 -3.615 1.559
H -3.887 -3.193 2.749
H -3.891 -2.713 1.036
H -4.388 1.982 3.961
H -4.916 3.314 2.875
H -3.675 2.067 2.731
C 0.683 3.765 -0.539
C 0.878 2.336 -1.142
O 1.598 2.469 -2.226
C 1.981 3.756 -2.389
O 2.539 4.209 -3.426
O 1.530 4.552 -1.433
H 0.871 4.079 0.434
H -0.309 4.105 -0.696
H 0.070 1.828 -1.567
H 1.441 1.829 -0.405
C 3.526 1.999 2.756
C 2.970 0.911 3.722
O 3.490 1.194 4.957
C 4.281 2.226 4.848
O 4.971 2.765 5.705
O 4.230 2.739 3.578
H 2.857 2.761 2.534
H 4.157 1.686 1.991
H 3.169 -0.148 3.421
H 1.902 1.083 3.710
*
```

No. 6
Density functional theory data (ωB97M-V/def2-TZVPD) for C15H32NO2P2Re as an isolated structure in a non-equilibrium geometry.

Computed properties:
HOMO-LUMO gap (alpha / beta) in Eh: 0.187 / 0.188
HOMO level (alpha / beta) in eV: -17.8 / -17.8

```
! RIJCOSX wB97M-V def2-TZVPD def2/J DEFGRID3
* xyz 3 4
Re 0.265 -0.367 -0.479
P 0.220 1.880 -0.810
C -1.192 1.849 -1.907
C -1.933 0.511 -2.050
N -1.446 -0.528 -1.373
C -1.972 -1.767 -1.266
C -3.030 -2.079 -2.112
C -3.532 -1.040 -2.897
C -3.021 0.243 -2.872
C -1.322 -2.744 -0.291
P -0.291 -1.928 1.078
H -3.367 1.104 -3.435
H -3.384 -3.134 -2.094
H -4.344 -1.250 -3.538
H -2.060 -3.363 0.273
H -0.646 -3.503 -0.768
H -1.850 2.622 -1.561
H -0.845 2.181 -2.910
H -5.103 2.994 3.084
O -4.688 3.564 2.447
H -4.862 3.148 1.613
H 1.006 1.975 3.500
O 0.290 1.601 2.978
H -0.402 1.013 3.289
C -1.523 -1.986 2.474
H -2.062 -2.949 2.443
H -0.974 -1.886 3.426
H -2.238 -1.157 2.353
C 0.787 -3.343 1.616
H 1.476 -2.972 2.386
H 0.191 -4.175 2.025
H 1.362 -3.710 0.756
C 1.562 2.542 -1.987
H 1.133 3.383 -2.564
H 2.449 2.878 -1.417
H 1.845 1.728 -2.678
C -0.044 3.463 0.148
H 0.846 3.712 0.747
H -0.255 4.287 -0.560
H -0.906 3.324 0.818
C 3.746 0.889 0.170
C 3.438 -0.572 -0.064
C 3.557 -1.363 1.215
C 2.166 -0.888 -0.927
H 3.079 1.406 0.858
H 3.800 1.469 -0.747
H 4.735 0.951 0.623
H 4.211 -0.940 -0.735
H 2.927 -1.018 2.033
H 3.372 -2.423 1.075
H 4.579 -1.271 1.576
H 2.216 -0.379 -1.918
H 2.035 -1.990 -1.045
*
```

No. 7
Density functional theory data (ωB97M-V/def2-TZVPD) for a 2-piece molecular cluster, C15H32NO3S overall in a non-equilibrium geometry.

Computed properties:
HOMO-LUMO gap in Eh: 0.360
HOMO level in eV: -12.1

```
! RIJCOSX wB97M-V def2-TZVPD def2/J DEFGRID3
* xyz 1 1
C 5.039 -3.201 0.545
C 5.957 -1.959 0.503
C 5.828 -1.161 -0.787
C 4.583 -0.255 -0.921
C 3.887 0.180 0.362
C 2.431 0.609 0.087
C 1.531 -0.574 -0.217
C 1.446 -1.697 0.824
C 0.137 -2.358 0.438
S 0.158 -3.427 -1.028
O -0.712 -1.211 0.228
C 0.056 -0.225 -0.361
O -0.476 0.734 -0.887
H 4.305 -3.181 -0.258
H 4.495 -3.256 1.487
H 5.610 -4.119 0.466
H 6.983 -2.306 0.598
H 5.765 -1.361 1.389
H 5.788 -1.889 -1.598
H 6.748 -0.606 -0.950
H 4.904 0.655 -1.426
H 3.885 -0.723 -1.611
H 4.377 1.049 0.791
H 3.851 -0.602 1.115
H 2.411 1.282 -0.768
H 2.039 1.138 0.955
H 1.756 -0.974 -1.206
H 1.296 -1.200 1.780
H 2.300 -2.362 0.867
H -0.249 -2.993 1.226
H 1.337 -3.105 -1.575
C -5.792 0.853 -0.395
N -5.100 2.167 -0.187
C -6.143 3.197 0.099
C -4.369 2.543 -1.431
C -4.158 2.142 0.996
C -2.970 1.223 0.863
O -3.392 -0.120 0.726
H -6.623 1.022 -1.078
H -5.100 0.144 -0.828
H -6.159 0.495 0.561
H -6.821 3.248 -0.748
H -5.657 4.157 0.249
H -6.684 2.903 0.994
H -3.650 1.766 -1.671
H -3.862 3.491 -1.267
H -5.092 2.637 -2.237
H -4.767 1.870 1.858
H -3.803 3.164 1.117
H -2.373 1.338 1.774
H -2.338 1.510 0.022
H -2.611 -0.652 0.515
*
```

No. 8
Density functional theory data (ωB97M-V/def2-TZVPD) for an isolated ion of composition C15H33B2I2N4O4 and charge +1 in a non-equilibrium geometry.

Computed properties:
HOMO-LUMO gap in Eh: 0.344
HOMO level in eV: -12.1
Structure (SMILES): CCCCC[C@]1(C[C@@H](C)I)O[C@H](N)[N@H+](B(O)N(C)C)[C@@]1(CC(=O)I)B(N)O

```
! RIJCOSX wB97M-V def2-TZVPD def2/J DEFGRID3
* xyz 1 1
C 1.051 4.936 1.140
C -0.462 4.889 0.915
C -0.975 3.475 0.662
C -0.254 2.724 -0.456
C -0.852 1.380 -0.878
C -0.890 0.230 0.205
C -2.230 0.392 0.924
C -3.421 -0.434 0.406
C -4.399 -0.668 1.573
I -4.597 0.649 -1.076
O 0.184 0.629 1.117
C 1.434 0.109 0.754
N 2.469 0.903 0.234
N 1.077 -1.136 -0.058
B 2.111 -1.508 -1.120
O 1.928 -1.401 -2.454
N 3.376 -1.957 -0.560
C 3.464 -3.430 -0.537
C 4.530 -1.317 -1.206
C -0.432 -1.211 -0.278
C -0.977 -1.321 -1.701
C -1.057 -2.750 -2.250
O -0.228 -3.320 -2.775
I -3.009 -3.690 -1.942
B -0.782 -2.480 0.682
N -1.497 -2.455 1.951
O -0.272 -3.675 0.295
H 1.381 5.910 1.490
H 1.545 4.750 0.186
H 1.379 4.212 1.884
H -0.925 5.217 1.847
H -0.772 5.616 0.167
H -0.920 2.918 1.598
H -2.041 3.524 0.419
H 0.802 2.696 -0.217
H -0.326 3.360 -1.343
H -0.316 1.105 -1.791
H -1.863 1.597 -1.218
H -2.562 1.422 0.968
H -2.088 0.100 1.961
H -3.167 -1.365 -0.085
H -4.904 0.264 1.807
H -3.852 -0.963 2.469
H -5.099 -1.462 1.341
H 1.828 -0.268 1.699
H 2.681 1.664 0.873
H 2.229 1.357 -0.647
H 1.304 -1.839 0.650
H 2.186 -2.250 -2.851
H 2.514 -3.913 -0.315
H 3.894 -3.830 -1.460
H 4.169 -3.715 0.245
H 5.129 -2.036 -1.764
H 4.259 -0.468 -1.821
H 5.191 -0.915 -0.438
H -1.973 -0.902 -1.804
H -0.387 -0.769 -2.426
H -2.506 -2.463 1.869
H -1.175 -1.744 2.597
H -0.904 -4.372 0.542
*
```

Table of electronic energy (Ha), in record order: -1680.79149 -1171.37126 -1481.28546 -1959.37970 -3194.03406 -1555.78721 -1269.17289 -1756.31361